{"formula": "C4H6NO4", "method": "ωB97M-V with the def2-TZVPD basis set", "symbols": ["C", "C", "C", "C", "N", "O", "O", "O", "O", "H", "H", "H", "H", "H", "H"], "positions_angstrom": [[-3.08925, 0.30975, 0.76676], [0.86557, 1.18242, -0.63139], [1.82202, -1.04766, -0.30689], [0.56107, -0.23207, -0.25243], [-0.52423, -0.62412, 0.41451], [-3.44696, 1.03616, 1.60523], [-1.28179, 0.42927, 0.77134], [-3.43898, -0.49569, -0.05088], [-0.83529, -1.75433, 0.87577], [0.10583, 1.83027, -0.94959], [1.23562, 1.72880, 0.30224], [1.62935, 1.34827, -1.42584], [2.34042, -0.72974, -1.27705], [2.48239, -0.85147, 0.53549], [1.57424, -2.12985, -0.37726]], "forces_ev_per_angstrom": [[0.076, -2.520, -1.678], [1.047, 1.160, 1.471], [-0.662, -0.968, -1.939], [0.371, -0.706, -0.059], [0.505, 1.612, 0.191], [-0.233, 1.906, 1.677], [-0.503, -0.008, -0.056], [0.459, 0.372, -0.141], [0.828, 0.248, -0.627], [-1.806, 0.372, -0.304], [-0.086, -0.546, -0.951], [-0.147, -0.848, 0.636], [-0.368, -0.678, 1.387], [0.119, -0.005, 0.169], [0.401, 0.609, 0.224]], "mulliken_charge": [0.701, -1.233, -1.072, 0.452, 0.732, -0.520, -0.562, -0.562, -0.734, 0.393, 0.205, 0.352, 0.300, 0.244, 0.305], "total_energy_ev": -13923.789, "de_lowest_ev": 4.2437, "gap_ha": 0.2793, "multiplicity": 1, "charge": -1}

{"formula": "C4H6NOP", "method": "ωB97M-V with the def2-TZVPD basis set", "symbols": ["C", "C", "C", "C", "N", "O", "P", "H", "H", "H", "H", "H", "H"], "positions_angstrom": [[0.60284, 1.66139, -0.49401], [-0.10971, 0.59066, -0.71307], [0.30211, -0.09527, 1.24867], [-0.91398, -0.23753, -1.60530], [0.98120, 0.86671, 1.64537], [1.19882, 1.86020, 0.75559], [-0.38660, -1.58057, 1.90420], [0.84010, 2.51135, -1.11313], [-0.27559, -0.96345, -2.10771], [-1.65822, -0.78549, -1.02389], [-1.42794, 0.34865, -2.37016], [0.58737, -1.75883, 2.88567], [0.25959, -2.41781, 0.98777]], "forces_ev_per_angstrom": [[1.274, 1.808, 0.778], [-0.720, -1.552, -0.398], [-1.188, -1.428, -0.783], [0.009, 1.011, 0.085], [0.331, -0.884, 3.609], [-0.605, 0.858, -3.633], [0.402, 1.043, 0.249], [0.206, 0.471, -0.150], [0.132, -0.085, -0.007], [-0.036, -0.219, 0.029], [-0.098, -0.118, -0.215], [0.257, -0.632, 0.739], [0.037, -0.274, -0.302]], "mulliken_charge": [-0.181, 0.193, 0.205, -1.039, -0.380, -0.039, -0.142, 0.455, 0.258, 0.282, 0.332, 0.028, 0.028], "total_energy_ev": -17062.526, "de_lowest_ev": 5.1300, "gap_ha": [0.2083, 0.2147], "multiplicity": 3}

{"formula": "C4H6NOS", "method": "ωB97M-V with the def2-TZVPD basis set", "symbols": ["C", "C", "C", "C", "N", "O", "S", "H", "H", "H", "H", "H", "H"], "positions_angstrom": [[2.10426, -0.73246, -0.01454], [0.88374, -1.44548, -0.00720], [-1.60430, 0.19834, 0.70622], [-2.20339, 1.02960, -0.36664], [2.29102, 0.53700, -0.30402], [3.36253, 1.13999, 0.02754], [-0.81019, -1.28655, 0.06056], [2.98042, -1.23623, 0.44913], [1.10645, -2.46438, 0.29242], [-1.06286, 0.61985, 1.51304], [-1.57813, 1.78895, -0.91618], [-3.22761, 1.39435, -0.15552], [-2.24195, 0.45702, -1.28482]], "forces_ev_per_angstrom": [[0.480, -0.919, 1.339], [1.139, 0.156, 0.338], [0.830, -2.024, -1.374], [0.026, 0.705, -1.446], [-0.587, 2.360, -0.347], [-0.602, -1.360, -0.284], [-0.946, 1.195, 0.584], [-0.347, -0.024, -0.327], [-0.123, -0.361, -0.300], [0.594, 0.645, 0.562], [-0.190, 0.478, 1.392], [0.566, 0.195, -0.053], [-0.841, -1.046, -0.082]], "mulliken_charge": [-0.135, -0.222, -0.448, -0.994, -0.237, -0.507, -0.243, 0.352, 0.209, 0.362, 0.292, 0.271, 0.302], "total_energy_ev": -18613.782, "de_lowest_ev": 5.0294, "gap_ha": [0.2432, 0.2082], "multiplicity": 1, "charge": -1}

{"formula": "C4H6NPS", "method": "ωB97M-V with the def2-TZVPD basis set", "symbols": ["C", "C", "C", "S", "H", "H", "H", "H", "N", "C", "P", "H", "H"], "positions_angstrom": [[0.00952, 0.87448, 0.18781], [-1.05766, 0.75999, -0.60762], [-2.44260, 0.87216, -0.09032], [-3.02395, 1.33047, 1.32819], [1.07995, 0.93851, -0.21602], [-0.10560, 1.21256, 1.12228], [-0.90167, 0.42099, -1.71862], [-3.12412, 0.77360, -0.93655], [1.11404, -1.42259, -1.75678], [1.55049, -1.28961, -0.69389], [2.44376, -0.85775, 0.85770], [2.97516, -2.12968, 0.89200], [1.48268, -1.48311, 1.63183]], "forces_ev_per_angstrom": [[1.628, 0.544, -4.222], [0.722, -1.400, -1.046], [0.336, 0.509, -1.771], [0.173, -0.119, 0.511], [-2.019, -0.200, 0.460], [-0.479, 0.911, 3.676], [-0.516, 0.815, 2.253], [-0.362, -0.272, 0.259], [0.292, -0.077, 0.798], [0.473, 0.030, -0.411], [-0.410, -0.446, -0.909], [1.077, -0.623, -0.187], [-0.913, 0.329, 0.590]], "mulliken_charge": [-0.882, -0.098, -0.239, -0.247, 0.551, 0.358, 0.234, 0.275, -0.396, 0.315, -0.032, 0.078, 0.083], "total_energy_ev": -25856.033, "de_lowest_ev": 0.8365, "gap_ha": [0.2907, 0.2906], "multiplicity": 1}

{"formula": "C4H6O", "method": "ωB97M-V with the def2-TZVPD basis set", "symbols": ["C", "C", "C", "C", "H", "H", "H", "H", "H", "H", "O"], "positions_angstrom": [[-2.00755, -0.08014, -0.40745], [-0.72186, 0.27648, -0.23550], [0.54380, -0.52586, 0.22415], [1.82521, 0.34828, 0.08588], [-2.78225, 0.67228, -0.68043], [-2.27162, -1.08041, -0.18131], [-0.48062, 1.32384, -0.32022], [0.59483, -0.63892, 1.41074], [0.66857, -1.65592, -0.19196], [1.66592, 1.49749, 0.94744], [2.96557, -0.13713, -0.65134]], "forces_ev_per_angstrom": [[1.386, 1.110, 0.265], [0.165, -0.289, 0.622], [0.494, -1.323, 1.059], [5.485, -2.140, -2.740], [0.789, -0.807, 0.236], [-0.609, -0.863, -0.151], [0.002, 0.332, -0.312], [-0.596, 0.133, -2.178], [-0.229, 2.989, 0.671], [1.103, -3.276, -3.017], [-7.990, 4.135, 5.546]], "mulliken_charge": [-0.698, -0.096, -0.165, -0.072, 0.232, 0.274, 0.240, 0.216, 0.293, 0.240, -0.463], "total_energy_ev": -6288.006, "de_lowest_ev": 3.9116, "gap_ha": 0.3652, "multiplicity": 1}

{"formula": "C4H6O", "method": "ωB97M-V with the def2-TZVPD basis set", "symbols": ["C", "C", "C", "O", "C", "H", "H", "H", "H", "H", "H"], "positions_angstrom": [[-1.22879, -0.43898, 0.15453], [0.48927, 0.54570, 0.99270], [1.46806, -0.04326, -0.01032], [0.71142, 0.35711, -1.17207], [-0.29416, 0.75636, -0.23920], [-2.12761, -0.05510, 0.63760], [-1.44210, -0.96747, -0.77495], [-0.77434, -1.15430, 0.85636], [1.66058, -1.12286, 0.02046], [2.42077, 0.49648, 0.07470], [-0.88309, 1.62632, -0.53983]], "forces_ev_per_angstrom": [[-0.183, -0.131, -0.052], [0.165, -0.015, -0.289], [0.234, -0.114, 0.207], [-0.078, -0.152, -0.051], [-0.293, 0.186, 0.202], [0.102, -0.041, -0.139], [-0.067, 0.020, 0.062], [0.001, 0.146, -0.147], [0.023, 0.211, 0.101], [-0.073, -0.012, -0.063], [0.167, -0.099, 0.170]], "mulliken_charge": [-1.136, -0.639, -0.186, -0.435, 0.485, 0.333, 0.354, 0.311, 0.236, 0.263, 0.414], "total_energy_ev": -6287.824, "de_lowest_ev": 4.0942, "gap_ha": 0.3446, "multiplicity": 1}

{"formula": "C4H6O", "method": "ωB97M-V with the def2-TZVPD basis set", "symbols": ["C", "C", "C", "C", "O", "H", "H", "H", "H", "H", "H"], "positions_angstrom": [[2.04193, 0.83809, -0.70622], [0.90826, 0.58742, -0.12254], [-0.32253, 0.44927, 0.25469], [-1.04920, -0.79908, -0.16254], [-2.07897, -1.09871, 0.75097], [1.81088, 1.91011, -0.81375], [2.98161, 0.41682, -0.36420], [-0.80604, 1.17406, 0.90027], [-0.30829, -1.61354, -0.21486], [-1.49857, -0.68641, -1.14875], [-1.67910, -1.17802, 1.62691]], "forces_ev_per_angstrom": [[-0.177, 0.894, 1.204], [-0.223, -0.596, 0.464], [0.031, -0.131, 0.172], [-0.095, -0.073, -0.403], [-0.164, -0.182, 0.204], [1.238, 0.057, -1.754], [-0.010, 0.359, -0.079], [0.111, -0.339, 0.401], [-0.366, 0.122, -0.099], [-0.232, -0.092, 0.031], [-0.113, -0.019, -0.141]], "mulliken_charge": [-0.678, 0.173, -0.366, -0.324, -0.524, 0.251, 0.260, 0.367, 0.270, 0.263, 0.308], "total_energy_ev": -6289.377, "de_lowest_ev": 2.5410, "gap_ha": 0.3545, "multiplicity": 1}

{"formula": "C4H6O", "method": "ωB97M-V with the def2-TZVPD basis set", "symbols": ["C", "C", "C", "O", "C", "H", "H", "H", "H", "H", "H"], "positions_angstrom": [[0.63535, -0.46470, 0.36959], [0.34165, -0.00980, -1.07703], [-1.11482, 0.45038, -1.13160], [-1.61026, 0.14501, 0.04387], [-0.52460, 0.26865, 1.01253], [1.59392, -0.09751, 0.74692], [0.61424, -1.55325, 0.50836], [1.08145, 0.68097, -1.49395], [0.23563, -0.83121, -1.79735], [-0.30843, 1.33744, 0.93576], [-0.89002, 0.04738, 2.01254]], "forces_ev_per_angstrom": [[-0.109, 0.088, 0.060], [-0.060, -0.001, -0.172], [-0.077, -0.909, -0.345], [-0.046, 0.759, -0.275], [0.288, 0.261, 0.343], [-0.167, -0.023, -0.120], [-0.173, 0.280, -0.042], [-0.298, 0.000, 0.006], [0.360, -0.079, -0.008], [0.214, -0.001, 0.689], [0.067, -0.374, -0.136]], "mulliken_charge": [-0.446, -0.324, -0.406, -0.133, -0.446, 0.269, 0.253, 0.319, 0.297, 0.265, 0.354], "total_energy_ev": -6289.556, "de_lowest_ev": 2.3617, "gap_ha": 0.3422, "multiplicity": 1}

{"formula": "C4H6O", "method": "ωB97M-V with the def2-TZVPD basis set", "symbols": ["C", "C", "C", "O", "C", "H", "H", "H", "H", "H", "H"], "positions_angstrom": [[-1.16108, -0.50580, -0.11427], [0.00708, -0.10211, 0.73824], [1.30699, -0.15429, -0.07760], [0.77743, 0.71744, -1.09785], [-0.44113, 0.78814, -0.38882], [-2.14269, -0.25859, 0.28678], [-1.16057, -1.45294, -0.65164], [-0.01563, 0.01379, 1.81557], [1.65382, -1.09248, -0.52738], [2.13357, 0.31994, 0.46315], [-0.97376, 1.73516, -0.39490]], "forces_ev_per_angstrom": [[-0.061, -0.062, -0.024], [0.089, 0.020, 0.284], [0.236, -0.252, 0.160], [-0.088, -0.154, -0.192], [-0.388, 0.294, 0.001], [0.205, -0.202, 0.252], [0.249, 0.428, -0.411], [-0.052, 0.088, -0.175], [-0.182, -0.030, 0.278], [-0.110, 0.011, -0.177], [0.102, -0.142, 0.003]], "mulliken_charge": [-0.653, -0.170, -0.333, -0.414, -0.049, 0.245, 0.231, 0.336, 0.219, 0.238, 0.348], "total_energy_ev": -6290.137, "de_lowest_ev": 1.7810, "gap_ha": 0.3846, "multiplicity": 1}

{"formula": "C4H6O", "method": "ωB97M-V with the def2-TZVPD basis set", "symbols": ["C", "C", "C", "O", "C", "H", "H", "H", "H", "H", "H"], "positions_angstrom": [[0.98302, -1.17689, -0.03536], [0.63303, 0.22822, 0.14264], [-0.65984, 0.96812, -0.76715], [-1.56987, 0.31359, 0.13995], [-0.57333, -0.21298, 0.83388], [0.76859, -1.96480, 0.68025], [1.59225, -1.48798, -0.89429], [1.36392, 1.01404, 0.37323], [-1.07629, 0.83960, -1.78308], [-0.64289, 2.03681, -0.53126], [-0.79243, -0.58192, 1.83651]], "forces_ev_per_angstrom": [[-0.378, 0.087, -0.371], [-0.362, 0.561, -0.321], [0.258, 0.150, -0.063], [-0.059, -0.137, 0.124], [-0.147, -0.345, 0.086], [0.526, 0.557, 0.471], [-0.984, -0.086, -0.140], [-0.231, 0.004, 0.245], [0.897, -0.290, 0.200], [0.167, -0.205, 0.014], [0.313, -0.297, -0.245]], "mulliken_charge": [-0.951, 0.132, -0.445, -0.337, -0.166, 0.265, 0.268, 0.323, 0.234, 0.231, 0.445], "total_energy_ev": -6287.254, "de_lowest_ev": 4.6640, "gap_ha": 0.2964, "multiplicity": 1}